Record 1
An isolated ion of composition C3H9N2S and charge -1. Source: the OMol25 dataset; level of theory: the ωB97M-V functional and the def2-TZVPD basis.

Structure (XYZ):
```
15
Properties=species:S:1:pos:R:3:mulliken_charge:R:1
N 1.579 -0.948 1.370 -0.7318
C 0.536 -1.004 0.343 -0.7286
C -0.196 0.315 0.086 0.2009
N 0.715 1.220 -0.626 -0.6855
C -1.526 0.108 -0.641 -0.8603
S -2.383 1.652 -1.075 -0.6548
H 2.125 -0.112 1.171 0.3049
H 1.130 -0.754 2.261 0.2624
H 1.009 -1.333 -0.590 0.3522
H -0.190 -1.785 0.590 0.3636
H -0.375 0.776 1.059 0.1314
H 0.155 2.040 -0.864 0.2810
H 0.892 0.798 -1.540 0.2755
H -2.181 -0.494 -0.007 0.2461
H -1.288 -0.479 -1.537 0.2430
```

Output
Charge: -1
LUMO level, Ha: 0.1534
SMILES: NC[C@@H](N)C[S-]
Calculated total energy, Eh: -627.43902
ΔE to the lowest compared entry with this formula, charge and spin, kcal per mole: 0.9
Highest occupied orbital energy, eV: -2.52
Kohn-Sham gap, eV: 6.690

***

Record 2
A single C3H9N2S molecule. Source: the OMol25 dataset; level of theory: the ωB97M-V functional and the def2-TZVPD basis.

Structure (XYZ):
```
15
Properties=species:S:1:pos:R:3:mulliken_spin:R:1
N 0.273 1.536 -0.209 0.0027
C -0.415 0.252 0.043 0.0017
C -1.444 -0.394 -0.807 -0.0120
S -2.680 0.700 -1.326 0.9551
C 0.801 -0.710 0.143 0.0030
N 1.934 -0.067 0.948 0.0004
H -0.535 2.175 -0.099 0.0016
H 0.363 1.470 -1.230 -0.0006
H -0.721 0.372 1.075 -0.0021
H -2.060 -0.931 0.016 0.0686
H -1.080 -1.075 -1.542 -0.0201
H 1.299 -1.119 -0.789 0.0013
H 0.337 -1.638 0.729 0.0000
H 2.533 -0.877 1.294 0.0003
H 1.395 0.308 1.755 0.0001
```

Output
LUMO level (spin up / spin down), Ha: 0.0304 / -0.0733
Calculated total energy, Eh: -627.29944
ΔE to the lowest compared entry with this formula, charge and spin, kcal per mole: 28.7
Highest occupied orbital energy (spin up / spin down), eV: -9.26 / -9.15
Kohn-Sham gap (spin up / spin down), eV: 10.085 / 7.160
Multiplicity: 2

***

Record 3
A single C3H9N3 molecule. Source: the OMol25 dataset; level of theory: the ωB97M-V functional and the def2-TZVPD basis.

Structure (XYZ):
```
15
Properties=species:S:1:pos:R:3:mulliken_charge:R:1
C 1.020 0.878 0.823 -1.2700
C 0.016 0.349 -0.149 0.7339
C -1.458 0.359 0.040 -0.8381
N -1.973 -0.662 0.949 -0.5094
N 0.224 -0.196 -1.305 -0.1614
N 1.507 -0.545 -1.686 -0.6309
H 1.801 1.437 0.306 0.4072
H 1.498 0.066 1.378 0.3235
H 0.516 1.526 1.541 0.3303
H -1.468 -0.190 -1.115 0.3777
H -1.820 1.339 0.358 0.3277
H -1.933 -1.586 0.538 0.2571
H -1.474 -0.678 1.832 0.2021
H 2.063 -1.009 -0.971 0.1949
H 1.481 -1.087 -2.538 0.2556
```

Output
LUMO level, Ha: 0.0341
SMILES: C/C(CN)=N\N
Calculated total energy, Eh: -283.88002
ΔE to the lowest compared entry with this formula, charge and spin, kcal per mole: 64.7
Highest occupied orbital energy, eV: -8.58
Kohn-Sham gap, eV: 9.511

***

Record 4
A 2-piece molecular cluster, C3H9N3 overall. Source: the OMol25 dataset; level of theory: the ωB97M-V functional and the def2-TZVPD basis.

Structure (XYZ):
```
15
Properties=species:S:1:pos:R:3:mulliken_charge:R:1
C -0.709 1.675 0.293 0.3156
C -0.331 0.493 0.670 -0.4668
C 1.173 -2.673 -0.552 -0.0620
N 0.483 1.541 1.233 -0.2783
N -1.352 2.645 -0.326 -0.3794
N 0.002 -2.370 -0.878 -0.1351
H -0.659 -0.487 0.937 0.5084
H 1.430 -2.796 0.560 0.2730
H 0.504 1.815 2.221 0.3175
H 1.937 -2.908 -1.273 0.3020
H 1.344 1.727 0.665 0.3306
H -2.030 2.342 -1.009 0.2915
H -0.854 3.545 -0.560 0.3131
H -0.144 -2.387 -1.892 0.3024
H -0.793 -2.161 -0.089 0.3676
```

Output
Charge: +2
LUMO level, Ha: -0.3170
Calculated total energy, Eh: -283.19783
ΔE to the lowest compared entry with this formula, charge and spin, kcal per mole: 71.0
Highest occupied orbital energy, eV: -17.84
Kohn-Sham gap, eV: 9.217

***

Record 5
An isolated ion of composition C3H9N3 and charge +2. Source: the OMol25 dataset; level of theory: the ωB97M-V functional and the def2-TZVPD basis.

Structure (XYZ):
```
15
Properties=species:S:1:pos:R:3:mulliken_spin:R:1
C -0.561 -0.128 -0.335 0.1756
C -2.120 0.193 1.476 0.0036
C 1.683 -0.279 -1.834 0.0729
N 1.723 0.093 0.500 1.1982
N -0.841 0.173 0.866 0.0487
N 1.204 -0.250 -0.507 0.3707
H -1.272 -0.106 -1.156 0.0103
H -3.094 0.149 0.965 0.0054
H -2.274 0.954 2.265 0.0051
H -2.309 -0.814 1.967 0.0065
H 0.976 -0.797 -2.474 0.0110
H 2.777 -0.505 -1.834 0.0035
H 1.531 0.770 -2.096 0.0381
H 2.685 0.082 0.578 0.0412
H -0.108 0.463 1.619 0.0093
```

Output
Charge: +2
LUMO level (spin up / spin down), Ha: -0.3833 / -0.5397
Calculated total energy, Eh: -282.98992
ΔE to the lowest compared entry with this formula, charge and spin, kcal per mole: 61.9
Highest occupied orbital energy (spin up / spin down), eV: -18.70 / -21.63
Kohn-Sham gap (spin up / spin down), eV: 8.266 / 6.943
Multiplicity: 3

***

Record 6
C3H9N3O as an isolated structure. Source: the OMol25 dataset; level of theory: the ωB97M-V functional and the def2-TZVPD basis.

Structure (XYZ):
```
16
Properties=species:S:1:pos:R:3:mulliken_charge:R:1
C 0.305 1.169 1.391 -0.6097
C -0.072 -1.166 1.489 -0.6841
O -0.653 0.122 1.325 -0.4502
H 1.057 1.062 0.602 0.2421
H 0.802 1.177 2.367 0.2941
H -0.236 2.103 1.256 0.2376
H 0.672 -1.360 0.708 0.3069
H -0.882 -1.889 1.407 0.2281
H 0.397 -1.254 2.475 0.3063
C -1.244 -0.046 -2.133 0.1012
N 0.585 -0.327 -1.846 -0.0567
N 1.372 0.392 -2.434 -0.4830
N -1.977 0.103 -1.181 -0.5783
H 2.366 0.195 -2.156 0.2229
H -1.617 0.172 -0.205 0.5792
H -0.874 -0.453 -3.063 0.3435
```

Output
LUMO level, Ha: 0.0356
Calculated total energy, Eh: -359.03414
ΔE to the lowest compared entry with this formula, charge and spin, kcal per mole: 132.0
Highest occupied orbital energy, eV: -7.36
Kohn-Sham gap, eV: 8.332

***

Record 7
A 2-piece molecular cluster, C3H9N3O overall. Source: the OMol25 dataset; level of theory: the ωB97M-V functional and the def2-TZVPD basis.

Structure (XYZ):
```
16
Properties=species:S:1:pos:R:3:mulliken_charge:R:1
H 1.442 0.622 0.917 0.1232
N 0.670 -0.064 0.734 -0.6566
C -0.180 0.635 0.085 0.5019
N 0.007 1.949 -0.208 -0.4780
C -1.531 0.016 -0.324 0.1195
C -1.792 -1.410 -0.484 -0.4325
N -2.030 -0.761 0.826 -0.6280
H 0.701 2.495 0.264 0.2169
H -0.827 2.467 -0.389 0.2121
H -2.268 0.698 -0.735 0.2268
H -2.652 -1.784 -1.043 0.2484
H -0.937 -2.093 -0.475 0.2568
H -1.277 -0.788 1.490 0.3011
O 3.802 -0.934 -0.095 -0.6323
H 3.737 -0.026 0.214 0.3039
H 3.137 -1.021 -0.777 0.3170
```

Output
LUMO level, Ha: 0.0220
SMILES: [H]/N=C(\N)[C@H]1CN1.O
Calculated total energy, Eh: -359.16040
ΔE to the lowest compared entry with this formula, charge and spin, kcal per mole: 52.7
Highest occupied orbital energy, eV: -9.27
Kohn-Sham gap, eV: 9.868

***

Record 8
A single C3H9N3O molecule. Source: the OMol25 dataset; level of theory: the ωB97M-V functional and the def2-TZVPD basis.

Structure (XYZ):
```
16
Properties=species:S:1:pos:R:3:mulliken_charge:R:1
H 0.909 1.939 -1.309 0.1800
N 0.344 1.268 -0.795 -0.6689
C 0.555 0.015 -0.924 0.5899
N 1.632 -0.470 -1.666 -0.4505
C -0.555 -0.949 -0.298 -0.5938
N -1.268 -0.338 0.843 -0.1756
C -0.367 0.100 1.920 -0.8496
O -2.045 0.750 0.356 -0.5093
H 1.692 -1.454 -2.037 0.2271
H 2.390 0.161 -1.648 0.2117
H -0.062 -1.790 0.296 0.3132
H -1.216 -1.105 -1.109 0.3729
H -1.008 0.638 2.522 0.2761
H -0.168 -0.747 2.526 0.3411
H 0.505 0.631 1.516 0.3594
H -1.336 1.352 -0.194 0.3765
```

Output
LUMO level, Ha: 0.0257
SMILES: [H]/N=C(\N)CN(C)O
Calculated total energy, Eh: -359.11538
ΔE to the lowest compared entry with this formula, charge and spin, kcal per mole: 81.0
Highest occupied orbital energy, eV: -8.28
Kohn-Sham gap, eV: 8.982